DFT (the ωB97M-V functional and the def2-TZVPD basis) results for a 5-piece molecular cluster, C38H74ClF2N4O19S7 overall.

Output
* E_HOMO: -9.8 eV
* frontier orbital gap: 0.242 Ha
* total charge: +1
* energy: -179261.8133 eV

The geometry in XYZ format:
```
145
C38H74ClF2N4O19S7 the ωB97M-V functional and the def2-TZVPD basis
C 0.39166 -2.99251 3.68075
C 1.29506 -3.75175 2.69110
C 1.28395 -3.31145 1.23998
C 1.51012 -1.81771 0.85320
Cl 1.59919 -0.61758 2.14297
C 2.94623 -1.81774 0.21396
C 3.60385 -0.46414 -0.03936
C 4.41300 -0.56313 -1.34382
S 5.26183 0.95591 -1.81364
C 3.97921 2.23137 -1.69059
S 3.93851 3.06447 -0.29054
N 3.11413 2.50162 -2.73393
C 3.12927 1.53251 -3.83294
C 1.80932 1.57546 -4.60510
C 3.25404 3.89662 -3.23983
C 2.31160 4.87194 -2.54017
C 0.52350 -1.52043 -0.32299
C -0.11794 -0.13475 -0.16707
C -1.04965 0.37559 -1.27488
N -1.81185 1.55460 -0.86078
C -2.38281 2.25814 -2.03042
C -2.26132 3.77609 -2.01092
C -1.10064 2.39842 0.05625
C -1.83041 2.72607 1.32314
O 0.01429 2.80578 -0.14190
N -0.35139 -2.77534 -0.62819
C 0.20285 -3.14887 -2.01504
C -0.06547 -2.06899 -3.05373
O 0.83777 -1.34604 -3.38384
O -1.29043 -1.96467 -3.55791
C -1.41012 -0.99284 -4.60340
C -0.65641 -1.15891 -5.87211
O -2.16153 -0.09943 -4.41518
N -1.75232 -2.55058 -0.78617
C -2.54839 -3.72296 -1.14391
O -2.71883 -4.11342 -2.24151
F -3.14616 -4.27589 -0.10144
C -2.37159 -1.88539 0.32240
O -1.90144 -1.61561 1.36492
F -3.59756 -1.55881 -0.04429
C 0.05487 -3.82757 0.39550
O -0.98173 -4.11149 1.28460
S 0.54398 -5.48637 -0.32112
H -0.40301 -2.47491 3.15434
H 0.96882 -2.23789 4.19474
H -0.03590 -3.65021 4.42513
H 2.32523 -3.67392 3.02758
H 1.05957 -4.81340 2.74560
H 2.11179 -3.84565 0.79467
H 3.57138 -2.34492 0.93102
H 2.93520 -2.44051 -0.68020
H 2.90777 0.36015 -0.17468
H 4.27311 -0.19087 0.76616
H 3.71480 -0.87659 -2.12055
H 5.13199 -1.37232 -1.26606
H 3.23915 0.52114 -3.47605
H 3.94390 1.72816 -4.53113
H 1.04227 1.09180 -4.00904
H 1.51443 2.57968 -4.87816
H 1.91975 0.96123 -5.49465
H 4.29552 4.19773 -3.15352
H 3.02540 3.88925 -4.29821
H 2.04264 5.70889 -3.17452
H 1.44310 4.33342 -2.18036
H 2.79902 5.26169 -1.65443
H 1.24138 -1.32866 -1.10425
H 0.71074 0.56309 -0.16805
H -0.60534 0.00053 0.78993
H -0.41420 0.63318 -2.13251
H -1.76649 -0.34098 -1.65934
H -3.44762 2.03185 -2.05761
H -1.97848 1.88745 -2.96932
H -2.62266 4.13546 -2.96944
H -2.86780 4.21948 -1.22931
H -1.23583 4.11527 -1.93766
H -2.89353 2.53436 1.25343
H -1.46681 2.08197 2.12456
H -1.63409 3.74768 1.63148
H -0.21625 -4.08342 -2.38986
H 1.26331 -3.31883 -1.94955
H -1.33228 -1.20521 -6.71707
H -0.01825 -0.29460 -6.00532
H -0.01608 -2.02915 -5.90227
H -0.97946 -5.05067 1.49712
H 1.02359 -6.05467 0.79776
O 1.66166 1.21074 6.22627
S 2.45971 0.06230 6.52764
O 2.06411 -1.23274 6.05573
O 2.70635 0.00049 8.09192
C 1.55082 0.03512 8.96293
C 0.79124 -1.27580 8.98405
C 4.12736 0.35473 6.04778
H 0.90554 0.86750 8.67952
H 1.94875 0.25315 9.95111
H 0.32889 -1.48318 8.02006
H 0.00454 -1.23567 9.73685
H 1.46208 -2.10343 9.21351
H 4.43784 1.32358 6.42780
H 4.15175 0.34630 4.96012
H 4.75019 -0.44209 6.44483
O -0.81933 6.39312 2.48429
S 0.37548 6.43993 3.27402
O 0.35221 6.95873 4.60536
O 1.50544 7.18694 2.44030
C 1.20480 8.50442 1.93165
C 1.22647 9.57015 3.00921
C 1.12220 4.84691 3.30180
H 0.24728 8.48431 1.40876
H 1.97651 8.70549 1.19145
H 0.42102 9.42572 3.72731
H 1.10865 10.55580 2.55896
H 2.16689 9.53945 3.55874
H 1.17224 4.44779 2.29065
H 0.49403 4.21544 3.92699
H 2.11326 4.93673 3.73802
O 0.94341 -6.21127 -4.08467
S -0.12142 -6.80362 -4.84945
O -0.86053 -7.90328 -4.32032
O 0.42283 -7.16205 -6.29007
C 1.59928 -8.00588 -6.38754
C 1.30307 -9.46088 -6.08830
C -1.25621 -5.55565 -5.34776
H 2.38355 -7.61372 -5.73875
H 1.94030 -7.89578 -7.41406
H 1.02014 -9.60472 -5.04663
H 2.18676 -10.06616 -6.28718
H 0.47998 -9.81903 -6.70553
H -0.69966 -4.73167 -5.77460
H -1.79991 -5.23636 -4.45902
H -1.94556 -5.98027 -6.07228
O -5.08099 3.22964 1.68871
S -6.33263 2.78376 2.22487
O -6.37007 2.08376 3.47014
O -7.06809 1.90931 1.11210
C -6.32067 0.81402 0.55392
C -6.21280 -0.37124 1.49439
C -7.47928 4.11545 2.26929
H -5.33358 1.16900 0.24727
H -6.85667 0.52626 -0.34859
H -5.62234 -0.12553 2.37609
H -5.73331 -1.20470 0.98549
H -7.19754 -0.68611 1.83796
H -7.46769 4.62354 1.30943
H -7.15322 4.78649 3.06062
H -8.46512 3.71847 2.49441
```

Atomic partial charges in e from the Mulliken method, atoms 1 to 99: atom 1 (C): -0.86, atom 2 (C): -1.44, atom 3 (C): -0.72, atom 4 (C): 1.38, atom 5 (Cl): -0.03, atom 6 (C): -2.35, atom 7 (C): 0.19, atom 8 (C): -0.82, atom 9 (S): -0.18, atom 10 (C): -0.17, atom 11 (S): -0.20, atom 12 (N): 0.83, atom 13 (C): -0.48, atom 14 (C): -0.81, atom 15 (C): -0.83, atom 16 (C): -1.07, atom 17 (C): 0.50, atom 18 (C): -3.28, atom 19 (C): -0.34, atom 20 (N): 1.03, atom 21 (C): 0.03, atom 22 (C): -1.32, atom 23 (C): 0.36, atom 24 (C): -0.87, atom 25 (O): -0.38, atom 26 (N): 1.38, atom 27 (C): -1.94, atom 28 (C): 0.06, atom 29 (O): -0.60, atom 30 (O): 0.16, atom 31 (C): 0.79, atom 32 (C): -1.05, atom 33 (O): -0.46, atom 34 (N): 0.67, atom 35 (C): 0.19, atom 36 (O): -0.36, atom 37 (F): -0.22, atom 38 (C): -0.25, atom 39 (O): -0.25, atom 40 (F): -0.29, atom 41 (C): -0.11, atom 42 (O): -0.25, atom 43 (S): -0.04, atom 44 (H): 0.10, atom 45 (H): 0.20, atom 46 (H): 0.48, atom 47 (H): 0.55, atom 48 (H): 0.34, atom 49 (H): 0.87, atom 50 (H): 0.78, atom 51 (H): 0.51, atom 52 (H): -0.59, atom 53 (H): 0.80, atom 54 (H): 0.12, atom 55 (H): 0.47, atom 56 (H): 0.08, atom 57 (H): 0.23, atom 58 (H): -0.15, atom 59 (H): 0.47, atom 60 (H): 0.46, atom 61 (H): 0.39, atom 62 (H): 0.51, atom 63 (H): 0.45, atom 64 (H): 0.10, atom 65 (H): 0.35, atom 66 (H): -0.13, atom 67 (H): 1.40, atom 68 (H): 0.76, atom 69 (H): -0.13, atom 70 (H): 0.37, atom 71 (H): 0.19, atom 72 (H): 0.10, atom 73 (H): 0.54, atom 74 (H): 0.28, atom 75 (H): 0.16, atom 76 (H): -0.12, atom 77 (H): 0.26, atom 78 (H): 0.34, atom 79 (H): 1.06, atom 80 (H): 1.05, atom 81 (H): 0.43, atom 82 (H): 0.15, atom 83 (H): 0.24, atom 84 (H): 0.61, atom 85 (H): 0.32, atom 86 (O): -0.69, atom 87 (S): 1.28, atom 88 (O): -0.60, atom 89 (O): -0.28, atom 90 (C): -0.35, atom 91 (C): -0.94, atom 92 (C): -0.91, atom 93 (H): 0.32, atom 94 (H): 0.28, atom 95 (H): 0.26, atom 96 (H): 0.39, atom 97 (H): 0.26, atom 98 (H): 0.34, atom 99 (H): 0.28